No. 1
ORCA calculation (ωB97M-V/def2-TZVPD) on 10 unconnected molecules or ions with the total composition C24H52O18.

Each line ends with the Mulliken charge.
Atoms and positions in Å:
C1 -3.66098 -0.55766 -3.75744  -0.219
C2 -4.19082 -1.95087 -3.48721  -0.462
O1 -3.13936 -2.80171 -3.94611  -0.326
C3 -2.00146 -2.13305 -3.93628  0.536
O2 -0.86220 -2.54823 -4.14315  -0.552
O3 -2.29812 -0.75761 -3.87338  -0.164
H1 -4.03065 0.07659 -2.95173  0.268
H2 -4.02656 -0.21951 -4.72703  0.286
H3 -5.14163 -2.07577 -4.00533  0.325
H4 -4.42425 -2.00704 -2.42398  0.265
C4 5.14918 -2.91777 1.02087  -0.189
C5 5.88256 -1.86367 0.22423  -0.117
O4 6.50507 -1.24762 1.38688  -0.378
C6 6.68648 -2.17704 2.34626  0.629
O5 7.14804 -1.90421 3.41116  -0.524
O6 6.11777 -3.32630 2.00272  -0.345
H5 4.68618 -3.66027 0.37093  0.288
H6 4.34692 -2.49067 1.62259  0.184
H7 5.31007 -1.08818 -0.28468  0.150
H8 6.65420 -2.30074 -0.40952  0.274
C7 1.40042 -0.66111 -0.12263  0.335
C8 0.73343 -0.21403 -1.37698  0.152
O7 -0.45075 0.33507 -0.93343  -0.088
C9 -0.27693 0.71631 0.34300  0.448
O8 -1.05238 1.49676 0.96649  -0.559
O9 0.85995 0.18832 0.82237  -0.323
H9 2.46625 -0.45473 -0.02511  0.001
H10 1.09290 -1.67147 0.14704  -0.098
H11 0.46939 -1.13786 -1.89167  0.205
H12 1.45131 0.41210 -1.90679  -0.094
C10 0.49929 1.47124 4.25230  -0.209
C11 0.47134 1.32678 5.74772  -0.322
O10 -0.88754 1.12256 5.98082  -0.361
C12 -1.60370 0.99779 4.85739  0.601
O11 -2.76199 0.42491 4.78922  -0.609
O12 -0.84426 1.46364 3.83657  -0.147
H13 1.05580 0.63706 3.82505  0.135
H14 0.96422 2.41583 3.96996  0.310
H15 0.84042 2.25176 6.19078  0.307
H16 1.12320 0.49470 6.01382  0.291
C13 0.51022 -5.41174 -0.38007  -0.784
C14 1.90809 -5.96887 -0.28076  -0.295
O13 2.79596 -5.08812 -0.86800  -0.378
H17 -0.23968 -6.09292 0.02210  0.353
H18 0.15270 -4.98475 -1.31707  0.298
H19 0.35791 -4.52814 0.23973  0.042
H20 1.88667 -7.03655 -0.49911  0.338
H21 2.20939 -5.90891 0.76506  0.221
H22 3.19282 -5.52228 -1.62670  0.254
C15 -1.25191 5.54349 4.31818  -1.071
C16 -2.32950 4.43003 4.49269  -0.175
O14 -2.28150 3.67415 3.27888  -0.408
H23 -1.32530 6.36072 5.03571  0.378
H24 -1.23057 5.88719 3.28401  0.236
H25 -0.31418 5.00519 4.45600  0.302
H26 -3.31348 4.89352 4.56385  0.384
H27 -1.97015 3.84400 5.33858  0.184
H28 -1.37364 3.36319 3.25260  0.194
C17 -4.88326 5.39440 -0.34068  -1.266
C18 -4.09992 4.69809 0.76111  0.120
O15 -3.07335 3.88282 0.19141  0.046
H29 -4.21342 6.16270 -0.72686  0.368
H30 -5.63807 5.99059 0.17209  0.382
H31 -5.09557 4.76313 -1.20354  0.371
H32 -4.86058 4.05207 1.19945  0.315
H33 -3.81529 5.43486 1.51227  0.324
H34 -2.39286 3.73853 0.85300  0.318
C19 -1.49187 -2.21810 2.15951  -0.578
C20 -2.51848 -3.10286 2.92796  -0.561
O16 -2.34873 -4.37209 2.44769  -0.518
H35 -0.50717 -2.54176 2.49671  0.277
H36 -1.69520 -1.14767 2.19013  0.194
H37 -1.53243 -2.41001 1.08730  0.235
H38 -3.54139 -2.79641 2.70925  0.295
H39 -2.32978 -3.04035 3.99968  0.309
H40 -1.81142 -4.90145 3.04156  0.319
C21 0.43634 3.05895 -5.50893  -1.279
C22 0.30038 2.95380 -4.01243  0.253
O17 -1.06717 2.65674 -3.70365  -0.415
H41 -0.09926 2.29360 -6.07060  0.372
H42 1.48243 3.08037 -5.81445  0.350
H43 -0.11849 3.95132 -5.79866  0.343
H44 0.61986 3.92288 -3.62914  0.379
H45 1.03490 2.24828 -3.62407  -0.206
H46 -1.26366 1.87289 -4.22189  0.210
C23 3.39064 -1.29334 -3.34909  -0.460
C24 3.13411 -0.89407 -4.79954  -0.527
O18 1.72124 -0.67636 -4.88758  -0.440
H47 3.08371 -2.29957 -3.06378  0.379
H48 2.94182 -0.60701 -2.63103  -0.194
H49 4.43074 -1.04419 -3.13878  0.437
H50 3.47936 -1.61695 -5.53870  0.278
H51 3.57288 0.08306 -5.00152  0.308
H52 1.12411 -1.40027 -4.68515  0.289

Forces on the atoms, in the same order (eV/Å):
C -1.59 -0.51 -0.78
C -0.97 0.84 0.13
O -0.46 -0.85 0.73
C 2.44 1.37 -1.66
O -3.09 0.92 1.00
O 2.26 -0.97 0.80
H 0.77 0.45 -0.09
H -0.07 0.39 0.05
H 0.36 -0.67 -0.28
H 0.54 -0.86 0.12
C -1.32 -0.15 -1.00
C 0.36 0.06 1.80
O 0.75 0.72 -0.94
C 0.02 1.50 1.29
O 0.39 -0.50 -0.29
O -0.44 -1.00 -1.02
H 0.58 -0.76 0.50
H -0.27 0.32 -0.28
H -0.10 -0.32 0.04
H -0.05 0.09 -0.14
C 1.01 -0.99 0.53
C 1.53 -2.39 -1.12
O -1.23 1.56 0.90
C -2.40 2.82 1.82
O 2.79 -2.73 -2.24
O -1.95 2.04 1.96
H 0.10 -0.72 -0.58
H 0.51 -0.24 0.00
H 0.23 0.48 -0.88
H -0.98 0.55 -0.50
C 1.42 0.29 -0.71
C 0.96 0.68 -0.60
O -1.43 -0.77 1.57
C -4.45 -3.16 -0.30
O 5.98 3.57 0.13
O -1.13 -0.63 -0.22
H -0.23 0.12 -0.48
H -0.03 -0.11 -0.33
H -0.31 -0.18 0.54
H -0.49 -0.09 0.60
C -1.33 0.75 0.68
C -1.50 0.33 2.06
O 1.49 0.13 -1.66
H -0.01 -0.27 -0.27
H 0.41 -0.80 -0.64
H 0.51 0.13 0.51
H 0.69 0.10 -0.88
H -0.37 -0.46 0.41
H 0.14 0.21 -0.20
C -0.24 -0.90 0.23
C 1.26 1.80 -1.07
O -0.55 0.12 -0.09
H 0.05 -0.05 -0.10
H -0.28 0.34 0.10
H 0.39 0.36 0.15
H -0.06 -0.56 0.39
H -0.91 -0.25 0.20
H 0.02 -0.63 -0.38
C 1.07 0.70 -0.17
C 0.93 0.47 -2.14
O -2.58 1.25 0.69
H 0.31 0.09 -0.13
H -0.67 -0.60 -0.46
H -0.77 0.02 0.39
H -0.20 -1.14 0.57
H 0.79 -0.66 0.49
H 1.34 -0.52 1.17
C -0.71 -0.05 0.03
C 0.71 2.06 -0.60
O -0.04 -2.37 -0.41
H 0.21 0.54 0.04
H 0.32 0.15 0.78
H -0.20 -0.56 -0.09
H -0.03 0.14 0.16
H -0.18 0.16 0.09
H -0.04 0.02 -0.01
C -0.39 0.36 -0.46
C 0.13 -0.04 -0.76
O 0.71 0.33 0.63
H 0.32 -0.58 0.26
H -0.12 0.18 -0.18
H 0.45 0.35 -0.22
H -0.61 0.07 0.49
H -0.33 -0.52 0.27
H -0.15 -0.22 0.03
C 1.26 0.74 0.15
C -1.84 -0.25 1.35
O -0.23 1.16 -0.95
H 0.31 -0.08 -0.23
H -0.59 0.11 -0.47
H 0.52 -0.96 0.08
H 0.11 -0.09 0.11
H 0.07 -0.12 -0.09
H 0.42 -0.60 0.07

LUMO (spin up / spin down) in eV: -2.47 / -9.08
Strongest force on any atom in eV Å⁻¹: 7.0
Net charge: +1
Kohn-Sham gap (spin up / spin down) in eV: 9.34 / 2.72
Spin multiplicity: 2

=====

No. 2
ORCA calculation (ωB97M-V/def2-TZVPD) on 10 unconnected molecules or ions with the total composition C24H53B2Br18O4P.

Each line ends with the Mulliken charge.
Atoms and positions in Å:
C1 3.45693 3.27979 -0.02197  -1.334
C2 3.28815 1.75971 0.04065  0.210
O1 1.98502 1.40499 -0.44637  -0.560
B1 1.53500 0.10553 -0.45984  1.126
O2 0.24781 -0.15765 -0.93181  -0.315
P1 2.56439 -1.40367 0.22228  -0.248
C3 1.25499 -2.55115 0.93666  -0.607
O3 1.55222 -2.88816 2.29417  -0.294
C4 2.64129 -3.78803 2.45363  -0.710
B2 3.25089 -2.19902 -1.35496  0.426
O4 2.95989 -3.54344 -1.62592  -0.485
C5 4.13743 -1.32644 -2.34493  0.178
C6 5.02552 -2.14079 -3.31418  -1.483
H1 2.67803 3.79320 0.56691  0.238
H2 3.43332 3.64774 -1.06183  0.269
H3 4.44334 3.54353 0.40637  0.416
H4 3.39455 1.40380 1.07309  0.203
H5 4.05810 1.26384 -0.58128  -0.031
H6 -0.01268 0.39150 -1.68059  -0.046
H7 1.14994 -3.45318 0.30560  0.382
H8 0.28981 -2.01428 0.95211  0.288
H9 2.27895 -4.70371 2.95697  0.260
H10 3.42378 -3.31676 3.07583  0.262
H11 3.07186 -4.07496 1.47631  0.284
H12 3.73862 -4.05455 -1.85879  0.236
H13 4.74241 -0.60424 -1.76226  0.165
H14 3.41373 -0.70821 -2.90939  0.122
H15 5.79290 -2.72236 -2.76533  0.333
H16 5.55153 -1.49396 -4.03605  0.357
H17 4.41526 -2.85244 -3.90343  0.224
Br1 1.95855 1.76883 3.77529  0.026
C7 1.76612 3.34874 4.88634  -0.614
C8 2.74362 4.43215 4.51033  -0.466
Br2 4.55186 4.02128 5.09469  -0.148
H18 1.89445 3.01836 5.91315  0.324
H19 0.74510 3.69884 4.73980  0.250
H20 2.47716 5.36714 4.99941  0.394
H21 2.79383 4.58295 3.43487  0.251
Br3 1.32087 0.21195 -4.43255  -0.168
C9 0.61285 -1.56018 -4.04805  0.234
C10 0.41616 -2.36764 -5.30178  -0.623
Br4 -1.13772 -1.76411 -6.30278  -0.152
H22 -0.31799 -1.40511 -3.50765  0.365
H23 1.33652 -2.03773 -3.39077  -0.372
H24 0.21984 -3.40590 -5.03960  0.283
H25 1.27384 -2.31137 -5.96605  0.413
Br5 -2.08758 1.33966 -3.02356  -0.110
C11 -2.68609 2.34365 -1.46486  -0.523
C12 -3.00612 1.42741 -0.31293  -0.342
Br6 -4.67190 0.46419 -0.58391  -0.134
H26 -3.54002 2.93174 -1.79011  0.537
H27 -1.86190 3.00489 -1.20110  0.165
H28 -3.13344 2.00837 0.59886  0.490
H29 -2.23068 0.67939 -0.16471  -0.007
Br7 4.12239 -7.31085 -4.78367  -0.135
C13 2.52329 -6.21521 -4.66927  -0.216
C14 2.04588 -5.75402 -6.02172  -0.556
Br8 3.18072 -4.35675 -6.75479  -0.158
H30 2.76770 -5.37573 -4.02291  -0.036
H31 1.76524 -6.83430 -4.19324  0.403
H32 1.04983 -5.32312 -5.93712  0.282
H33 2.03010 -6.55497 -6.75563  0.446
Br9 1.55026 6.46269 -2.07113  -0.150
C15 0.40993 4.89215 -2.17756  -0.006
C16 0.03771 4.55706 -3.59988  -0.201
Br10 -1.27440 5.79822 -4.32304  -0.154
H34 -0.46438 5.11445 -1.57070  0.393
H35 0.97390 4.07454 -1.72926  -0.225
H36 -0.44015 3.58315 -3.64647  -0.089
H37 0.89560 4.58604 -4.26606  0.474
Br11 -7.69649 -1.41987 -0.99034  -0.128
C17 -8.16468 -2.32338 0.66344  -0.551
C18 -7.01155 -2.33866 1.63508  -0.585
Br12 -5.63039 -3.60046 1.11107  -0.117
H38 -8.48526 -3.32497 0.39020  0.364
H39 -9.00274 -1.77080 1.08406  0.339
H40 -7.35009 -2.65545 2.61964  0.364
H41 -6.52890 -1.36721 1.70705  0.303
Br13 -0.20271 0.88043 6.77835  -0.070
C19 -0.07531 -0.96148 7.39128  -0.628
C20 1.24069 -1.59846 6.99998  -0.662
Br14 1.32435 -1.99651 5.10094  -0.002
H42 -0.92793 -1.47865 6.95966  0.356
H43 -0.17774 -0.92768 8.47493  0.372
H44 1.36478 -2.54547 7.52342  0.359
H45 2.08485 -0.94864 7.21754  0.345
Br15 -4.37969 -0.52242 -7.47932  -0.176
C21 -4.61047 0.63042 -5.93013  -0.456
C22 -4.91424 -0.15883 -4.68287  -0.268
Br16 -6.73569 -0.83826 -4.67989  -0.168
H46 -5.40568 1.32772 -6.17936  0.446
H47 -3.67097 1.16847 -5.81483  0.191
H48 -4.82855 0.47417 -3.80195  0.030
H49 -4.25969 -1.02004 -4.57583  0.337
Br17 -2.85308 2.53138 9.30316  -0.117
C23 -1.75535 4.09372 8.95265  -0.520
C24 -2.40516 5.04121 7.97734  -0.572
Br18 -2.31661 4.38778 6.14804  -0.143
H50 -0.79782 3.72592 8.59166  0.273
H51 -1.62131 4.58258 9.91577  0.358
H52 -1.88456 5.99682 7.97376  0.341
H53 -3.45672 5.19803 8.20094  0.371

Forces on the atoms, in the same order (eV/Å):
C 0.21 -0.15 0.05
C 0.30 0.26 -0.09
O -0.18 -0.70 -0.29
B -0.48 0.45 -0.16
O 0.91 -0.14 0.17
P -0.20 -0.06 0.47
C -0.24 0.10 0.03
O -0.08 -0.05 -0.57
C 0.13 -0.19 -0.02
B -0.15 -0.18 -0.60
O 0.16 0.57 0.85
C 0.28 -0.20 0.23
C -0.06 -0.01 -0.05
H 0.25 -0.23 -0.24
H -0.07 -0.14 0.39
H -0.47 -0.09 -0.19
H -0.01 0.05 -0.22
H -0.32 0.22 0.28
H -0.16 0.39 0.10
H 0.06 0.29 0.29
H 0.44 -0.32 0.01
H 0.17 0.37 -0.18
H -0.30 -0.22 -0.30
H -0.10 0.12 0.38
H 0.10 -0.01 -0.53
H -0.20 -0.28 -0.30
H 0.28 -0.15 0.08
H -0.34 0.26 -0.26
H -0.18 -0.24 0.30
H 0.28 0.28 0.23
Br 0.06 0.00 -0.05
C -0.04 -0.01 -0.09
C 0.04 0.02 0.01
Br -0.02 -0.01 -0.04
H -0.02 0.02 0.00
H 0.03 0.00 0.01
H 0.00 -0.03 0.00
H -0.03 0.01 0.05
Br -0.08 0.06 -0.03
C -0.02 0.04 0.09
C -0.09 0.09 -0.04
Br 0.03 0.00 0.02
H 0.04 -0.05 0.02
H 0.04 -0.02 0.00
H -0.01 0.03 0.03
H -0.06 -0.03 0.03
Br 0.05 0.04 -0.08
C 0.02 0.00 0.05
C -0.05 -0.06 0.06
Br 0.07 0.00 -0.03
H 0.02 -0.02 0.04
H 0.00 -0.04 -0.02
H 0.00 0.00 -0.03
H 0.01 0.06 0.02
Br 0.00 0.05 0.01
C 0.02 -0.03 0.04
C 0.00 0.04 -0.04
Br 0.05 -0.06 -0.01
H -0.07 -0.02 0.00
H 0.02 0.01 -0.03
H 0.02 0.00 -0.02
H 0.00 0.00 0.06
Br -0.01 -0.03 0.03
C 0.03 0.01 -0.01
C -0.06 0.09 0.01
Br 0.04 0.00 0.02
H 0.02 -0.04 -0.02
H 0.00 -0.01 -0.03
H 0.05 -0.09 0.01
H -0.02 -0.03 0.04
Br -0.06 -0.08 -0.08
C 0.03 0.07 -0.01
C 0.02 -0.03 0.02
Br 0.00 0.04 -0.01
H 0.01 0.03 0.04
H 0.03 0.00 0.00
H 0.00 -0.01 -0.03
H -0.04 -0.02 0.01
Br -0.06 0.00 0.04
C 0.12 -0.02 0.01
C -0.08 0.05 -0.08
Br -0.07 0.04 0.13
H 0.06 -0.02 0.02
H 0.02 0.03 -0.05
H -0.03 0.03 -0.02
H -0.05 -0.02 0.06
Br -0.05 0.03 -0.03
C 0.06 -0.03 0.00
C -0.07 0.01 0.01
Br 0.02 -0.02 0.01
H 0.03 -0.01 0.03
H -0.01 -0.04 0.01
H -0.03 -0.03 -0.04
H 0.01 0.05 0.02
Br 0.00 0.02 -0.03
C 0.01 -0.06 0.05
C 0.02 0.03 -0.04
Br -0.01 -0.04 0.01
H -0.03 0.02 0.01
H -0.01 0.01 -0.03
H 0.01 -0.03 0.02
H 0.04 0.01 -0.01

LUMO in eV: 0.07
Strongest force on any atom in eV Å⁻¹: 1.0
Kohn-Sham gap in eV: 8.78
SMILES: CCOB(O)P(COC)B(O)CC.BrCCBr.BrCCBr.BrCCBr.BrCCBr.BrCCBr.BrCCBr.BrCCBr.BrCCBr.BrCCBr
Spin multiplicity: 1

=====

Q: What is the formula in the second record?
A: C24H53B2Br18O4P

=====

Q: Among the records above, which one has the lowest spin multiplicity?
A: C24H53B2Br18O4P

=====

Q: What is the spin multiplicity in the second record?
A: 1

=====

Q: Which of these has the highest spin multiplicity?
A: C24H52O18